[1]
{
  "formula": "C12H13AsN2O5S6Ti",
  "method": "ωB97M-V/def2-TZVPD",
  "lumo_energy_ha": [0.0739, 0.0739],
  "orbital_gap_ev": [5.9, 5.9],
  "s_squared": 0.75,
  "relative_energy_kj_mol": 387.1,
  "e_homo_ev": [-3.86, -3.87],
  "total_charge": -1,
  "spin_multiplicity": 2,
  "species": ["H", "H", "C", "C", "H", "H", "H", "S", "H", "C", "As", "N", "S", "H", "S", "C", "C", "O", "H", "N", "C", "H", "O", "C", "H", "O", "O", "C", "C", "O", "C", "H", "S", "C", "H", "C", "H", "S", "Ti", "S"],
  "coordinates": [[1.943651, 1.618033, 4.440722], [-2.013776, -2.186348, -0.962373], [0.037250, -2.226734, -1.484538], [1.866771, 0.179101, 2.871981], [3.442482, -2.883068, -1.008702], [-2.755261, 1.021507, -2.790290], [-4.229088, 3.427625, -0.502796], [-1.454551, 1.538560, 1.713549], [4.024608, -2.328305, 1.534634], [1.848642, 1.606655, 3.356580], [-2.235796, -0.485454, 1.319966], [0.471508, -1.461805, -0.492960], [0.367103, -0.689943, 3.926404], [-3.099505, 0.296954, -1.199804], [-4.086772, -0.762952, 2.292043], [1.803872, -1.666522, -0.214956], [-1.390964, -2.470197, -1.820762], [-1.119501, 0.633134, -1.563228], [-1.548163, -3.527767, -2.036910], [1.596217, -0.038411, 1.548177], [1.073850, 1.728665, -1.706038], [-1.719475, -1.900456, -2.690784], [1.040445, 1.551360, -0.451603], [2.421555, -2.565950, -1.030167], [0.099446, 0.522879, -3.241788], [-4.036474, 2.580655, -0.935158], [-1.891972, 3.255488, -0.976085], [-2.730575, 2.415776, -1.148071], [3.355950, -1.523572, 1.755039], [1.976341, 2.217718, -2.354659], [2.328698, -1.062598, 1.001717], [2.676273, 2.154611, 2.903667], [-0.476751, -1.793584, 2.486617], [-2.465212, 1.025832, -1.729358], [0.901666, 2.070174, 3.062513], [-0.205316, 1.245660, -2.467654], [-0.636665, 2.126855, -2.950750], [3.434945, -0.697430, 3.288754], [0.073948, 0.262539, 0.453000], [1.310598, -3.208686, -2.195928]],
  "atomic_forces_ev_per_a": [[-0.01, 0.14, 0.09], [0.17, -0.01, -0.23], [0.86, -0.38, 0.44], [-0.33, -0.37, 1.38], [0.27, -0.01, 0.02], [0.09, 0.02, 0.14], [0.40, -0.09, -0.08], [-0.53, 0.01, 0.52], [0.10, -0.30, -0.11], [-0.04, 0.09, -0.18], [-0.96, -0.30, 1.12], [0.04, -2.20, -1.99], [0.34, 0.27, 0.07], [0.25, 0.25, -0.16], [0.24, -0.09, -0.32], [0.94, -0.93, -0.29], [-0.28, 0.21, -0.02], [-0.28, 0.24, -0.32], [0.03, 0.05, 0.02], [1.37, -0.45, 0.16], [-0.45, 0.19, -1.88], [0.03, 0.09, 0.00], [1.07, 1.08, -0.07], [-0.48, 0.11, -0.48], [-0.09, 0.14, 0.20], [-0.65, -0.14, 0.06], [-0.18, -0.01, -0.21], [0.55, 0.15, -0.18], [-0.41, 0.16, -0.27], [-0.12, -0.03, -0.02], [1.06, -0.31, 0.82], [0.03, 0.03, 0.05], [-0.56, 0.09, -0.18], [-0.32, -0.09, 0.40], [0.16, -0.09, 0.14], [0.77, 0.28, -0.06], [0.00, -0.14, 0.11], [0.01, 0.30, -0.30], [-2.65, 1.08, 0.39], [-0.44, 0.98, 1.22]],
  "mulliken_charge": [0.47, 0.10, 0.42, 0.51, 0.47, 0.45, 0.38, -0.59, 0.41, -1.20, 0.14, 0.38, -0.13, 0.37, -0.56, 0.13, -0.96, 0.39, 0.51, 0.53, 0.46, 0.15, -0.54, -0.34, 0.31, -0.46, -0.53, 0.48, -0.66, -0.73, -0.20, 0.33, -0.24, -0.87, 0.18, -0.48, 0.50, -0.33, -0.03, -0.23]
}

[2]
{
  "formula": "CH3NOS",
  "method": "ωB97M-V/def2-TZVPD",
  "lumo_energy_ha": 0.0060,
  "orbital_gap_ev": 9.6,
  "relative_energy_kj_mol": 292.7,
  "e_homo_ev": -9.42,
  "total_charge": 0,
  "species": ["H", "S", "H", "H", "C", "N", "O"],
  "coordinates": [[-2.063085, -0.111795, 0.670482], [1.294956, -0.450639, -0.117459], [-0.893098, 1.153195, 0.511411], [1.557650, -0.832197, -1.611724], [-1.084197, 0.116027, 0.498792], [-0.338331, -0.827306, 0.136924], [1.526107, 0.952714, -0.088423]],
  "atomic_forces_ev_per_a": [[-2.68, -0.88, 0.81], [1.10, -3.13, -1.36], [1.09, 1.21, 0.10], [-1.35, 0.26, 2.21], [0.92, -0.02, -0.86], [0.60, -0.57, -0.98], [0.32, 3.12, 0.09]],
  "mulliken_charge": [0.29, 0.36, 0.29, 0.14, -0.23, -0.34, -0.51]
}

[3]
{
  "formula": "C5H5O5Sr",
  "method": "ωB97M-V/def2-TZVPD",
  "lumo_energy_ha": [-0.0138, -0.0142],
  "orbital_gap_ev": [7.1, 7.5],
  "s_squared": 0.76,
  "relative_energy_kj_mol": 0.0,
  "e_homo_ev": [-7.51, -7.87],
  "total_charge": 0,
  "spin_multiplicity": 2,
  "species": ["C", "H", "Sr", "O", "H", "C", "O", "O", "C", "H", "C", "O", "O", "C", "H", "H"],
  "coordinates": [[-0.471678, -0.029109, -1.430476], [-0.387434, -0.297331, -2.497823], [1.196340, 0.953889, 0.948042], [-0.929445, 3.926180, -1.393317], [-0.367564, -2.737544, 1.847674], [-0.282107, 3.293601, -0.655442], [0.494229, 0.913070, -1.047146], [1.807025, -0.239368, 2.402176], [0.215654, -1.831947, 1.696138], [-1.201854, -1.971654, -0.756347], [-0.343817, -1.300576, -0.604543], [-0.291012, -0.885343, 0.769932], [0.189776, 3.053775, 0.423869], [1.271471, -1.396869, 2.403189], [-1.474590, 0.403598, -1.251284], [0.575007, -1.854373, -0.854641]],
  "atomic_forces_ev_per_a": [[0.13, 0.49, -0.09], [-0.16, 0.00, 0.15], [0.19, 4.22, -2.06], [1.25, -1.82, -0.27], [0.38, 0.19, -0.14], [-0.94, 1.75, 2.59], [-1.10, -0.48, -2.49], [2.05, -3.92, 4.23], [0.39, -0.18, 0.41], [0.13, 0.10, 0.02], [-0.07, -0.18, -0.15], [-0.80, -0.45, -0.24], [-0.64, 1.01, -2.19], [-0.72, -0.61, 0.34], [0.02, -0.29, -0.22], [-0.11, 0.18, 0.11]],
  "mulliken_charge": [-0.35, 0.32, 2.00, -0.34, 0.36, 0.89, -1.08, -0.88, -0.27, 0.33, -0.39, -0.55, -0.62, 0.05, 0.24, 0.29]
}

[4]
{
  "formula": "C21H56AsF6O21S7",
  "method": "ωB97M-V/def2-TZVPD",
  "lumo_energy_ha": [0.1295, 0.1294],
  "orbital_gap_ev": [2.6, 9.4],
  "s_squared": 0.75,
  "relative_energy_kj_mol": 0.0,
  "e_homo_ev": [0.93, -5.87],
  "total_charge": -2,
  "spin_multiplicity": 2,
  "species": ["S", "H", "F", "C", "C", "H", "H", "F", "H", "H", "H", "O", "H", "H", "F", "C", "S", "H", "O", "H", "O", "O", "O", "C", "H", "H", "S", "H", "F", "O", "C", "H", "H", "C", "H", "C", "H", "H", "C", "O", "H", "H", "O", "O", "O", "H", "H", "C", "H", "F", "O", "H", "O", "H", "H", "C", "H", "H", "O", "H", "O", "H", "C", "F", "H", "O", "H", "H", "H", "H", "C", "C", "O", "C", "O", "H", "H", "H", "C", "C", "C", "H", "H", "C", "H", "H", "H", "H", "H", "H", "As", "O", "S", "C", "H", "H", "S", "H", "H", "H", "O", "H", "H", "H", "H", "O", "C", "H", "S", "O", "C", "S"],
  "coordinates": [[7.021960, 8.125560, 8.016260], [4.237600, 10.339880, -1.880120], [4.340760, 11.498860, 2.744320], [6.375490, 13.456510, 2.149370], [4.353390, 10.850550, -0.924130], [6.183970, 5.520300, 8.288140], [5.089600, 18.794460, 6.654360], [3.281570, 10.896370, 4.981190], [3.898400, 14.407040, 5.889590], [9.672860, 11.560720, 6.640560], [5.319960, 16.621090, 2.063620], [7.575110, 7.872940, 9.287990], [8.859390, 13.338610, 5.067200], [3.697590, 7.225490, 7.644880], [6.247150, 9.864520, 3.167230], [5.768370, 16.339530, 1.110860], [3.007490, 15.818120, 4.035650], [4.509270, 7.380590, 1.294620], [7.413530, 4.545330, 3.876390], [13.280190, 8.986340, 4.365050], [-1.005190, 8.931440, 8.426560], [7.443400, 7.329240, 6.877780], [9.158510, 9.849780, -1.433710], [4.425630, 17.179730, 5.661220], [5.064810, 15.574250, 0.783090], [6.370800, 18.274090, 5.518850], [0.626030, 8.781460, 8.316520], [9.592620, 12.401540, 3.752530], [3.805730, 9.010760, 3.138300], [1.847120, 16.258460, 4.763710], [4.758100, 7.007770, 7.518340], [4.886030, 16.329280, 6.164060], [-3.539720, 9.454470, 7.981860], [0.838180, 9.353290, 6.601970], [4.960870, 18.175700, 0.229350], [10.002680, 11.526060, 5.602230], [9.763140, 11.463270, 0.771990], [6.265250, 13.355180, 1.069710], [5.892810, 17.610390, 0.228050], [9.982360, 10.224990, 5.106310], [4.656910, 14.050890, 4.357250], [8.016810, 7.896040, 2.857460], [7.899130, 8.627280, 0.326770], [1.000660, 7.352710, 8.369510], [2.989460, 15.582870, 2.572780], [0.385120, 10.332610, 6.447750], [1.924990, 9.362130, 6.519050], [7.761650, 7.193780, 3.651080], [6.809140, 12.594420, 2.656170], [5.334920, 9.178880, 5.423050], [1.159030, 9.743250, 9.289890], [-3.924760, 7.847410, 7.190670], [4.277140, 16.833930, 4.330730], [4.713820, 4.612210, 2.337870], [0.488650, 8.553860, 5.948650], [7.256070, 9.900240, 7.577820], [6.972590, 10.122750, 6.549120], [6.627450, 10.311010, 8.367880], [11.441150, 11.004830, 3.251070], [-1.776770, 8.426390, 6.522270], [6.520500, 5.647710, 1.782540], [10.957070, 12.045500, 5.516120], [9.071120, 12.331820, 4.707140], [5.578430, 11.607040, 4.943230], [5.397380, 13.795980, 2.490210], [7.334750, 15.560390, 3.563740], [4.870450, 5.801130, 9.363710], [8.454150, 7.188140, 4.492810], [8.349490, 10.922040, 1.802880], [8.278660, 10.263750, 7.679160], [4.364280, 6.300840, 1.259690], [5.556110, 10.212150, -0.180610], [10.671510, 8.617120, 3.344300], [5.299320, 18.424540, 5.650730], [5.353180, 8.165510, 8.066280], [5.532110, 9.123400, -0.134220], [3.539650, 17.402890, 6.255640], [4.616670, 5.942260, 0.261780], [8.700660, 11.223960, 0.816160], [3.708830, 14.326240, 4.819240], [5.113910, 5.727210, 8.303820], [6.242760, 17.539950, -0.801840], [8.074390, 12.063580, 0.514600], [12.552510, 9.364070, 5.083300], [6.641260, 18.280880, 0.650390], [4.678780, 4.875920, 7.780310], [3.286070, 6.178840, 1.363030], [-1.583420, 7.104630, 7.730520], [4.551250, 11.903450, -1.125020], [-3.450650, 7.990580, 8.894550], [4.726430, 10.324750, 4.077520], [6.758420, 10.586370, -0.911940], [7.605710, 14.859440, 2.358420], [-3.297760, 8.395300, 7.894080], [8.142730, 11.790520, 4.524960], [6.757600, 7.419870, 4.010080], [7.771480, 5.523540, 2.838950], [5.063470, 6.112090, 3.243010], [5.649400, 10.484000, 0.870820], [12.966700, 10.330980, 5.369050], [7.176800, 15.924690, 1.140910], [12.290410, 8.641400, 5.856060], [2.950630, 13.554310, 4.687510], [4.850120, 6.924740, 6.435410], [4.951560, 19.228310, 5.001800], [8.977170, 14.385280, 2.071830], [-1.828160, 8.155630, 7.576860], [3.521450, 10.828510, -0.220220], [11.133000, 9.790650, 3.998190], [8.993860, 5.281560, 2.069600], [5.191490, 5.591000, 2.294230], [8.190800, 9.912110, -0.367030]],
  "atomic_forces_ev_per_a": [[-0.86, 1.96, -4.51], [-0.50, -0.02, 0.15], [-0.19, 1.00, -0.93], [0.95, 1.72, -0.44], [1.42, -0.26, 0.92], [0.14, 0.20, -0.23], [0.71, 0.48, 0.28], [-1.79, 0.39, 0.97], [-0.30, 0.48, -0.06], [0.11, -0.50, 0.02], [0.82, 0.12, 0.39], [0.26, -0.41, 1.82], [0.02, -0.02, 0.11], [-0.14, -0.14, 0.20], [1.22, 0.14, -0.74], [0.73, 1.40, -0.90], [1.95, -1.94, -1.18], [0.22, 0.01, 0.01], [0.26, 0.96, -1.49], [-0.05, -0.43, 0.09], [0.67, 0.38, 0.56], [-0.40, 0.11, 1.27], [-0.89, 0.61, -0.01], [1.48, 0.71, 0.93], [0.49, -0.24, -0.69], [-0.18, -0.23, -0.11], [0.45, -0.16, -0.06], [-0.20, 0.28, -0.06], [-0.69, -0.93, -0.50], [0.34, 0.17, -0.59], [-1.35, -1.01, 0.39], [0.43, 0.18, 0.26], [-0.01, -0.01, -0.49], [0.80, -0.75, 1.19], [-0.18, -0.11, -0.07], [-0.89, 2.43, -0.37], [-0.19, -0.33, -0.10], [0.32, -0.42, 0.00], [-0.46, 0.31, 0.39], [1.66, -2.47, -1.03], [-0.31, 0.03, -0.24], [0.11, 0.02, 0.18], [0.31, 3.02, -1.42], [-0.85, 2.55, 0.14], [-0.09, 1.07, 2.99], [0.14, -0.22, 0.08], [0.11, 0.47, -0.37], [-0.10, -0.93, -1.15], [-0.42, 0.05, 0.02], [-0.02, -0.71, 0.60], [-1.16, -1.90, -1.72], [-0.01, 0.25, -0.03], [-2.55, -0.93, -2.18], [1.05, -0.61, 0.42], [-0.19, 0.22, 0.07], [-0.20, -0.87, 0.79], [-0.76, -0.37, 0.24], [-0.08, 0.73, -0.44], [0.23, -1.57, 0.72], [0.96, 0.04, -0.10], [1.59, -0.62, 0.77], [0.48, -0.51, 0.24], [0.03, -0.04, -0.37], [1.41, 1.75, 0.72], [0.30, -0.23, 0.44], [-0.01, 0.31, 1.08], [-0.52, -0.07, -0.14], [0.02, -0.19, -0.28], [0.20, -0.24, 0.03], [0.14, -0.67, 0.52], [-0.40, 1.08, -0.76], [-0.29, -0.16, 0.09], [0.03, 0.11, 0.19], [-0.25, 0.22, 1.47], [2.84, 0.10, 0.45], [-0.33, -0.03, -0.35], [-0.60, -0.05, -0.75], [0.14, -0.07, -0.06], [-1.06, -0.44, -0.50], [-0.66, 0.15, -0.27], [0.53, 0.38, -0.69], [-0.28, -0.87, -0.06], [0.42, 0.12, -0.04], [-0.38, 0.80, -1.57], [-0.03, -0.12, 0.51], [-0.39, -0.06, 0.36], [-0.01, -0.31, 0.41], [0.04, -0.06, -0.28], [0.15, 0.05, 0.01], [-0.41, -0.10, 0.08], [0.02, -1.30, -0.43], [2.03, -0.80, 0.11], [0.60, -1.31, -2.11], [0.55, -0.30, 1.45], [-0.18, 0.02, 0.28], [-0.01, -0.17, -0.03], [0.24, -0.09, 1.45], [0.36, -0.15, 0.13], [-0.17, 0.54, -0.01], [-0.25, -0.16, 0.67], [-0.21, -1.82, 1.27], [-0.04, 0.33, -0.13], [0.24, -0.23, -0.19], [0.80, 0.10, 0.07], [-0.18, -0.40, -0.33], [-2.75, 1.17, 0.20], [-0.88, -0.36, -0.60], [-0.28, -0.35, -0.40], [-0.61, 1.73, 1.16], [-2.07, 0.53, 0.74], [-1.50, 0.67, -0.33], [-0.75, -1.91, 1.76]],
  "mulliken_charge": [0.96, 0.40, -0.55, -0.57, -1.57, 0.36, 0.41, -0.49, 0.47, 0.44, -0.15, -0.63, 0.44, 0.06, -0.26, 0.55, 1.22, -0.11, -0.68, 0.42, -0.29, -0.47, -0.69, -0.25, 0.32, 0.26, 1.19, 0.30, -0.53, -0.66, 0.43, 0.29, 0.33, -0.76, 0.40, -1.03, 0.48, 0.54, -1.52, -0.02, 0.16, -0.16, -0.52, -0.63, -0.58, 0.39, 0.08, 0.07, -0.32, -0.52, -0.63, 0.38, -0.19, 0.23, 0.37, -0.60, -0.08, 0.41, -0.63, 0.28, -0.29, 0.42, -0.45, -0.48, 0.40, -0.60, 0.29, 0.38, -0.16, 0.26, -1.00, 0.64, -0.52, -1.29, -0.20, 0.40, 0.37, 0.35, -0.34, -1.01, -1.22, 0.36, 0.13, -1.09, 0.35, 0.42, 0.45, 0.30, 0.34, 0.31, 1.35, -0.46, 1.18, -1.32, -0.04, -0.17, 1.20, -0.16, -0.19, 0.35, -0.43, 0.29, 0.47, -0.14, 0.32, -0.63, -0.07, 0.38, 1.12, -0.67, 0.44, 1.06]
}

[5]
{
  "formula": "C2H5O2S",
  "method": "ωB97M-V/def2-TZVPD",
  "lumo_energy_ha": 0.1500,
  "orbital_gap_ev": 7.5,
  "relative_energy_kj_mol": 82.7,
  "e_homo_ev": -3.39,
  "total_charge": -1,
  "species": ["C", "H", "O", "S", "H", "H", "C", "H", "H", "O"],
  "coordinates": [[0.035510, -0.478356, -1.904820], [1.140588, 0.036909, 2.657170], [0.038411, 0.915384, 1.263739], [-0.810950, 1.086342, -1.464597], [0.560456, -0.403080, -2.860120], [0.680783, -0.753259, -1.080717], [0.098857, 0.182225, 2.321193], [-0.675873, -1.297990, -2.055835], [-0.240093, 1.011414, 0.184500], [-0.827689, -0.299589, 2.939487]],
  "atomic_forces_ev_per_a": [[-0.73, 0.02, -0.33], [0.14, -0.06, 0.22], [0.96, 0.62, 0.58], [0.33, -0.14, 0.11], [0.35, 0.14, 0.24], [0.44, -0.16, -0.06], [-0.41, -0.04, -0.66], [-0.08, 0.09, 0.20], [-0.97, -0.28, -0.56], [-0.03, -0.17, 0.25]],
  "mulliken_charge": [-0.69, 0.26, -0.44, -0.62, 0.21, 0.20, 0.17, 0.20, 0.26, -0.56]
}

[6]
{
  "formula": "CHN3",
  "method": "ωB97M-V/def2-TZVPD",
  "lumo_energy_ha": -0.0258,
  "orbital_gap_ev": 10.1,
  "relative_energy_kj_mol": 310.2,
  "e_homo_ev": -10.76,
  "total_charge": 0,
  "species": ["C", "H", "N", "N", "N"],
  "coordinates": [[0.050287, -1.117369, -0.482493], [0.006164, 1.849263, 0.881836], [0.506886, 0.216652, 0.271970], [-0.344269, 1.074472, 0.452450], [-0.219068, -2.023019, -1.123763]],
  "atomic_forces_ev_per_a": [[0.08, 4.21, 1.94], [2.09, 2.64, 1.72], [0.27, -1.61, -0.71], [-2.47, -4.45, -2.62], [0.03, -0.79, -0.34]],
  "mulliken_charge": [0.26, 0.26, 0.03, -0.26, -0.30]
}

Repeat the fifth record exactly.
{
  "formula": "C2H5O2S",
  "method": "ωB97M-V/def2-TZVPD",
  "lumo_energy_ha": 0.1500,
  "orbital_gap_ev": 7.5,
  "relative_energy_kj_mol": 82.7,
  "e_homo_ev": -3.39,
  "total_charge": -1,
  "species": ["C", "H", "O", "S", "H", "H", "C", "H", "H", "O"],
  "coordinates": [[0.035510, -0.478356, -1.904820], [1.140588, 0.036909, 2.657170], [0.038411, 0.915384, 1.263739], [-0.810950, 1.086342, -1.464597], [0.560456, -0.403080, -2.860120], [0.680783, -0.753259, -1.080717], [0.098857, 0.182225, 2.321193], [-0.675873, -1.297990, -2.055835], [-0.240093, 1.011414, 0.184500], [-0.827689, -0.299589, 2.939487]],
  "atomic_forces_ev_per_a": [[-0.73, 0.02, -0.33], [0.14, -0.06, 0.22], [0.96, 0.62, 0.58], [0.33, -0.14, 0.11], [0.35, 0.14, 0.24], [0.44, -0.16, -0.06], [-0.41, -0.04, -0.66], [-0.08, 0.09, 0.20], [-0.97, -0.28, -0.56], [-0.03, -0.17, 0.25]],
  "mulliken_charge": [-0.69, 0.26, -0.44, -0.62, 0.21, 0.20, 0.17, 0.20, 0.26, -0.56]
}